No. 1
41
Properties=species:S:1:pos:R:3:forces:R:3 method="wB97M-V/def2-TZVPD" de_lowest_ev=1.316 multiplicity=4 charge=+1
Re -6.0532 -10.6682 -5.3382 -2.17 0.93 -0.63
N -8.1415 -14.1119 -6.6167 0.78 0.82 0.40
C -7.7142 -12.9637 -6.0686 0.32 -0.54 0.01
O -6.5341 -12.4844 -6.3003 -1.85 -0.64 0.53
C -8.6230 -12.2099 -5.1290 0.23 0.95 -1.42
C -7.6949 -11.3783 -4.2391 -0.44 0.56 0.24
H -7.4786 -14.7158 -7.0869 -0.16 0.17 -0.20
H -9.0808 -14.4658 -6.4463 0.53 0.25 0.06
H -9.3975 -12.8270 -4.6603 0.36 0.04 0.04
H -9.1481 -11.4998 -5.8247 0.14 -0.50 0.54
H -7.3298 -11.9395 -3.3976 0.09 -0.44 0.41
H -8.2239 -10.5144 -3.8356 -0.22 -0.03 0.09
C -8.3329 -8.2949 -6.1206 -0.75 -0.35 -0.74
O -7.1359 -8.5983 -5.3863 -0.76 0.75 -0.10
C -7.0011 -7.6256 -4.3501 -0.36 1.18 -0.41
C -6.0784 -8.1797 -3.3128 -0.54 -0.36 1.05
O -5.1106 -8.9875 -3.9851 -1.61 -0.52 0.16
C -3.8042 -8.4447 -3.9475 1.01 0.51 0.05
H -9.1988 -8.6243 -5.5310 0.10 0.13 -0.09
H -8.3055 -8.8307 -7.0760 -0.04 0.21 0.49
H -8.4341 -7.2249 -6.3481 0.33 -0.22 0.27
H -8.0140 -7.3816 -3.9666 0.65 -0.18 0.14
H -6.6065 -6.7059 -4.8180 -0.05 -0.30 0.16
H -6.6607 -8.7415 -2.5582 0.45 -0.39 -0.52
H -5.5718 -7.4182 -2.7187 -0.12 0.14 -0.28
H -3.3515 -8.5046 -4.9367 -0.13 0.12 0.09
H -3.2079 -9.0273 -3.2476 0.08 0.10 0.10
H -3.8960 -7.3939 -3.6030 0.45 -0.65 -0.40
F -3.9846 -11.4196 -8.9756 -0.40 0.83 -0.23
C -4.6096 -10.3009 -9.2755 -1.50 1.47 -1.13
F -5.5978 -10.4907 -10.2238 1.51 -0.23 1.60
F -3.8023 -9.3327 -9.7580 -0.34 -1.48 0.72
S -5.5116 -9.4465 -7.7754 -0.14 0.35 0.08
O -4.5666 -9.6886 -6.5552 -1.05 1.03 -2.81
O -5.8704 -8.1370 -8.2889 1.26 -1.70 1.13
O -6.7399 -10.2265 -7.3401 1.04 0.56 -1.53
N -1.2977 -13.4724 -2.9805 -3.12 0.40 -2.54
C -2.1775 -13.3883 -3.7798 5.07 -0.82 4.17
N -3.0102 -13.3761 -4.7715 -4.12 1.37 -1.23
C -4.0497 -12.6336 -4.6603 1.72 0.84 0.43
N -4.8347 -11.7129 -4.5301 3.75 -4.37 1.31


No. 2
49
Properties=species:S:1:pos:R:3:forces:R:3 method="wB97M-V/def2-TZVPD" de_lowest_ev=0.521 charge=+1
Pb -2.3286 1.2284 -0.9614 0.07 0.12 0.07
F -2.2430 -2.0695 3.9607 0.01 0.00 0.01
C -1.5826 -1.1631 3.2698 0.02 -0.01 -0.04
F -0.4409 -1.6749 2.8210 -0.01 0.00 0.02
F -1.3308 -0.1046 4.0209 0.01 0.01 0.00
S -2.6138 -0.6074 1.8436 0.07 0.06 0.05
O -1.7121 0.3237 1.1267 -0.08 -0.05 -0.05
O -3.8200 -0.0266 2.3326 0.01 0.00 0.01
N -2.7469 -1.9687 1.0767 -0.08 -0.01 -0.01
S -3.4607 -2.1026 -0.3065 0.00 0.00 0.01
O -3.3414 -0.8600 -1.1117 -0.02 0.00 0.00
O -3.0957 -3.3034 -0.9665 0.00 -0.02 0.00
C -5.2886 -2.1912 0.0347 0.04 0.00 0.03
F -5.8881 -2.6983 -1.0267 0.00 0.02 -0.02
F -5.4924 -2.9598 1.0878 0.00 -0.01 -0.03
F -5.7536 -0.9698 0.2708 0.01 -0.01 0.01
C 3.6110 1.9163 2.9603 -0.02 0.00 0.01
C 3.7340 0.5501 2.2961 0.05 0.02 0.00
S 2.9265 0.5799 0.7177 -0.14 -0.09 0.14
O 3.5977 1.5031 -0.1604 0.10 0.06 0.02
O 1.5015 0.7301 0.9291 0.04 0.00 -0.06
C 3.1791 -1.0638 0.0438 0.00 -0.02 -0.05
C 3.0043 -1.0382 -1.4759 0.05 0.05 -0.01
N 1.8367 -0.2505 -1.9078 0.07 0.02 -0.02
C 0.5603 -0.5141 -1.5759 -0.01 0.03 -0.01
N -0.2245 0.5190 -1.8820 -0.01 -0.14 0.03
C 0.5835 1.4928 -2.4142 0.05 0.06 -0.06
C 1.8497 1.0274 -2.4373 -0.10 0.04 0.01
N 2.9884 1.7207 -2.9929 0.04 0.02 0.05
O 3.9908 1.0820 -3.2388 -0.06 -0.01 -0.02
O 2.8248 2.9013 -3.1968 -0.01 -0.03 -0.01
C 0.1097 -1.7774 -0.9489 -0.01 -0.05 -0.03
H 4.0944 1.8814 3.9347 0.01 0.01 0.00
H 2.5661 2.1865 3.1049 0.00 -0.01 0.00
H 4.0960 2.6837 2.3602 0.00 0.00 0.00
H 3.2492 -0.2361 2.8766 -0.01 -0.01 -0.01
H 4.7737 0.2771 2.1109 0.00 0.01 -0.01
H 2.4900 -1.7281 0.5633 -0.03 -0.01 -0.04
H 4.2013 -1.3785 0.2551 0.00 0.03 0.06
H 2.9248 -2.0494 -1.8712 -0.06 0.01 0.02
H 3.8661 -0.5661 -1.9302 0.02 -0.04 -0.04
H 0.2312 2.4475 -2.7668 -0.01 -0.01 -0.01
H 0.8133 -2.5857 -1.1392 0.01 0.02 0.03
H -0.8453 -2.0791 -1.3740 -0.01 0.01 0.02
H -0.0045 -1.6458 0.1281 0.00 0.00 0.01
N -4.1599 3.4264 -2.0204 -0.04 -0.01 -0.05
H -4.3440 3.4006 -3.0193 0.00 -0.01 0.00
H -3.8158 4.3628 -1.8281 0.02 -0.01 0.01
H -5.0708 3.3719 -1.5733 0.01 -0.02 0.01


No. 3
29
Properties=species:S:1:pos:R:3:forces:R:3 method="wB97M-V/def2-TZVPD" de_lowest_ev=3.122 charge=+1
C -2.5463 -1.5139 0.4721 -1.21 3.33 -1.37
C -3.4809 -0.6822 -0.1271 1.24 -3.30 0.76
C -1.1434 -1.5304 0.5654 2.69 2.96 -2.68
C -3.5146 0.6359 -0.6498 0.27 2.02 0.13
C 1.6379 -0.0253 -1.4171 -2.86 1.22 0.32
C 1.9175 -1.3007 0.6195 0.02 -0.15 -0.65
C 1.7482 1.3769 -0.7088 1.11 -1.75 -1.44
C 2.1142 0.0063 1.3523 1.11 -1.72 -0.16
C -0.3117 -0.8374 -0.2987 -1.85 -0.85 1.19
C -2.9226 1.7771 -0.1942 -0.80 -3.71 -1.00
N 1.0714 -1.0457 -0.5342 -0.86 0.58 -0.40
N 2.6095 1.1002 0.4920 3.27 3.34 0.90
F -1.9376 1.8045 0.6907 0.58 -0.25 0.77
H -2.8559 -2.3799 0.9121 -1.77 -2.30 0.70
H -4.3604 -1.2839 -0.3766 -0.21 0.57 0.46
H -0.7379 -2.2783 1.1429 0.92 -1.60 1.42
H -4.2974 0.7504 -1.4194 0.50 0.45 0.54
H 0.8771 0.2044 -2.2504 1.60 -0.92 0.77
H 2.5843 -0.4243 -1.6913 0.88 0.21 -0.94
H 2.8514 -1.7754 0.3881 0.79 0.09 -0.97
H 1.5153 -2.1036 1.2215 -0.68 0.37 0.61
H 2.1617 2.0604 -1.4829 0.21 -0.09 1.18
H 0.7999 1.7357 -0.3592 -0.51 0.08 0.22
H 1.1205 0.2806 1.5163 -1.46 0.81 1.62
H 2.8413 -0.1426 2.1570 -0.69 0.48 0.32
H -0.8715 -0.1102 -0.9212 0.92 -0.44 -0.01
H -3.2114 2.6987 -0.5200 -0.51 2.46 -0.85
H 3.6738 1.0422 0.2745 -2.20 -0.51 -0.14
H 2.6673 1.9606 1.1464 -0.54 -1.38 -1.29


No. 4
29
Properties=species:S:1:pos:R:3:forces:R:3 method="wB97M-V/def2-TZVPD" de_lowest_ev=4.373 charge=+1
C -3.4402 1.3089 -0.6237 1.01 -2.10 1.04
C -3.9955 0.3835 0.1230 -2.87 -0.71 0.81
C -2.0438 1.4017 -0.6810 1.29 -2.64 -0.61
C -3.2725 -0.4898 1.0672 -0.26 -0.09 2.64
C 0.9651 1.1479 0.1205 1.99 -2.27 -1.75
C 0.9601 -0.6618 -1.3199 0.17 1.45 -0.57
C 1.9241 0.3591 1.0992 0.89 4.06 -2.53
C 1.9328 -1.4428 -0.4883 2.34 1.64 -1.36
C -1.2958 0.2884 -0.7712 2.52 2.22 -0.25
C -2.4642 -1.5243 0.8391 -1.21 -0.74 0.63
N 0.1125 0.2479 -0.5933 1.48 -0.30 0.40
N 2.8932 -0.5451 0.2764 -4.18 2.60 0.23
F -2.4048 -2.0709 -0.3752 -0.16 -0.70 -1.88
H -4.0111 1.9829 -1.0922 -2.14 2.49 -1.72
H -5.1415 0.4586 0.1667 1.79 -0.62 0.30
H -1.6528 2.3205 -0.4665 1.46 2.32 0.26
H -3.4636 -0.2328 2.1841 0.52 -0.52 -1.93
H 0.4113 1.8373 0.5767 -2.31 2.47 2.79
H 1.5499 1.8004 -0.5286 0.54 -0.18 -0.61
H 1.4440 -0.1784 -2.1766 0.92 0.85 0.37
H 0.4111 -1.2517 -1.9671 -1.62 -2.23 -0.49
H 2.5568 1.1668 1.5574 -0.63 -1.21 0.26
H 1.2132 -0.1361 1.6763 -0.19 -1.58 1.54
H 1.4823 -1.9867 0.2172 -1.94 -2.22 2.70
H 2.6272 -2.0463 -0.9965 0.23 -1.12 -1.39
H -1.5087 -0.6943 -1.0544 -1.37 -0.44 -0.75
H -1.9579 -2.3095 1.4047 -0.26 1.13 1.24
H 3.3473 0.0845 -0.4044 0.51 -0.50 0.73
H 3.4084 -0.9224 1.0364 1.46 -1.05 -0.09


No. 5
27
Properties=species:S:1:pos:R:3:forces:R:3 method="wB97M-V/def2-TZVPD" de_lowest_ev=1.845 charge=+1
C 2.0179 -0.5207 -0.5797 0.10 0.06 -0.18
C 1.8455 -1.8250 -0.1631 0.00 -0.11 -0.06
C 1.7879 -2.3006 1.1314 -0.07 -0.25 0.02
C 1.9409 -1.6104 2.3185 -0.03 -0.14 0.22
C 2.1796 -0.2656 2.5175 0.03 -0.01 0.16
C 2.2723 0.7292 1.5656 0.08 0.17 -0.02
C 2.1779 0.6165 0.1906 -0.11 0.21 -0.09
H 2.0426 -0.3741 -1.6476 -0.06 0.08 -0.18
H 1.7345 -2.5648 -0.9426 -0.02 -0.07 -0.10
H 1.6120 -3.3607 1.2291 -0.01 -0.18 0.03
H 1.8729 -2.2069 3.2150 0.00 -0.12 0.14
H 2.2978 0.0453 3.5454 -0.01 0.05 0.10
H 2.4567 1.7209 1.9468 -0.03 0.21 0.03
H 2.2368 1.5457 -0.3575 0.13 0.10 -0.07
C -3.3944 1.5018 -0.0043 -0.10 0.02 0.18
C -2.5117 1.3922 -1.2290 0.10 0.05 -0.43
C -1.7304 0.0879 -1.2710 -0.15 -0.18 0.34
N -0.9050 -0.0161 -2.4579 0.25 -0.02 -0.32
H -3.9525 2.4401 0.0042 0.05 -0.09 0.01
H -4.1148 0.6826 0.0322 -0.02 0.03 -0.01
H -2.8005 1.4557 0.9105 -0.01 0.03 0.06
H -3.1142 1.4798 -2.1415 0.10 -0.13 0.12
H -1.8097 2.2341 -1.2671 0.02 -0.03 0.06
H -1.1069 -0.0050 -0.3735 -0.12 0.12 0.44
H -2.4238 -0.7605 -1.2412 0.03 0.11 -0.11
H -0.2460 0.7528 -2.4804 0.00 0.09 -0.18
H -0.3656 -0.8742 -2.4502 -0.12 -0.02 -0.15


No. 6
32
Properties=species:S:1:pos:R:3:forces:R:3 method="wB97M-V/def2-TZVPD" de_lowest_ev=2.927 charge=0
C 4.8636 -0.0124 -0.1182 -0.28 -0.32 0.04
C 4.1790 -1.3514 -0.3781 0.32 0.19 -0.20
O 3.2443 -1.6915 0.6255 -0.17 -0.05 0.20
C 2.0396 -1.0534 0.6722 -0.19 0.03 0.09
C 1.5436 -0.1733 -0.2824 0.28 -0.21 0.02
C 0.2872 0.3920 -0.1364 -0.08 -0.03 0.19
C -0.5000 0.0956 0.9668 0.68 -0.13 -0.51
C -0.0006 -0.7819 1.9297 -0.13 0.17 -0.13
C 1.2469 -1.3468 1.7830 0.19 0.06 -0.17
H 1.6352 -2.0263 2.5249 0.04 -0.08 0.09
H -0.5983 -1.0169 2.7984 -0.07 -0.06 0.11
N -1.7855 0.6182 1.1197 -0.75 0.66 0.03
S -2.5630 1.8206 0.2514 -0.21 -0.34 0.14
O -1.6311 2.6592 -0.4258 0.18 -0.27 -0.12
O -3.4828 2.3878 1.1827 -0.13 -0.23 0.12
N -3.4506 1.0086 -0.8924 0.37 0.77 0.52
C -4.4094 0.0938 -0.3234 -0.29 -0.15 0.25
H -4.8626 0.5925 0.5290 -0.22 -0.19 0.00
H -3.9401 -0.8424 0.0026 -0.01 -0.01 -0.02
H -5.1772 -0.1283 -1.0641 0.02 0.02 0.00
C -2.6980 0.4965 -2.0104 0.33 -0.02 -0.28
H -3.3817 0.2869 -2.8332 0.00 0.00 0.03
H -2.0000 1.2720 -2.3130 0.05 -0.12 -0.23
H -2.1481 -0.4176 -1.7559 -0.01 -0.03 -0.04
H -2.1889 0.5115 2.0353 -0.13 0.11 0.07
H -0.0686 1.0969 -0.8675 0.06 0.01 -0.11
H 2.1199 0.0897 -1.1550 0.10 0.01 -0.06
H 4.9169 -2.1580 -0.3415 -0.12 0.10 -0.10
H 3.7071 -1.3628 -1.3685 0.03 -0.07 0.09
H 5.3573 -0.0339 0.8501 0.07 0.02 0.07
H 4.1406 0.7994 -0.1162 0.00 0.11 -0.02
H 5.6055 0.1758 -0.8894 0.09 0.05 -0.08


Largest force on an atom
In order: 6.616; 0.215; 4.813; 4.926; 0.471; 1.004
Unit: eV/A